Density functional theory data (the ωB97M-V functional and the def2-TZVPD basis) for a cluster of 3 separate species, C25H50F3N3O4 in total at a distorted geometry.

ORCA input file:
```
! wB97M-V def2-TZVPD RIJCOSX def2/J DEFGRID3
* xyz 0 3
C -1.953 5.707 -0.054
O -1.316 6.008 -1.286
C 0.073 5.757 -1.251
C 0.881 7.005 -0.900
N 2.294 6.725 -1.125
C 3.175 7.872 -1.193
C 3.608 8.367 0.204
O 3.649 7.372 1.203
C 4.593 6.360 1.011
C 4.082 5.118 1.721
F 2.901 4.715 1.246
F 4.951 4.096 1.588
F 3.925 5.344 3.038
H -2.972 6.095 -0.101
H -1.440 6.190 0.787
H -1.974 4.625 0.119
H 0.373 5.412 -2.249
H 0.295 4.956 -0.535
H 0.526 7.835 -1.532
H 0.741 7.252 0.158
H 2.414 6.144 -1.943
H 4.067 7.544 -1.741
H 2.745 8.727 -1.736
H 2.874 9.091 0.572
H 4.561 8.909 0.120
H 4.761 6.112 -0.041
H 5.565 6.606 1.461
C -1.404 -1.223 1.610
C -1.611 -0.037 0.653
C -1.365 -0.481 -0.786
C 0.104 -0.767 -1.076
C 0.979 0.435 -0.718
C 0.756 0.967 0.702
N -0.710 1.108 0.990
O -1.181 2.230 0.546
C 1.436 0.047 1.730
C 1.409 2.335 0.847
C -3.062 0.399 0.822
H -2.241 -1.915 1.514
H -0.513 -1.807 1.405
H -1.371 -0.886 2.648
H -1.716 0.300 -1.469
H -1.962 -1.372 -0.994
H 0.434 -1.657 -0.536
H 0.225 -0.996 -2.136
H 2.036 0.179 -0.828
H 0.778 1.240 -1.434
H 1.151 0.329 2.744
H 2.518 0.153 1.645
H 1.216 -1.008 1.591
H 1.056 3.019 0.079
H 2.488 2.241 0.738
H 1.199 2.773 1.822
H -3.250 0.748 1.839
H -3.709 -0.456 0.625
H -3.334 1.195 0.132
C -0.192 -7.661 -1.424
C -0.197 -6.410 -0.529
C -0.416 -6.803 0.932
C -1.834 -7.289 1.214
C -2.862 -6.252 0.765
C -2.684 -5.777 -0.680
N -1.250 -5.431 -0.957
O -0.971 -4.235 -0.549
C -3.194 -6.844 -1.663
C -3.536 -4.533 -0.912
C 1.171 -5.758 -0.694
H 0.742 -8.202 -1.276
H -0.990 -8.364 -1.204
H -0.257 -7.385 -2.477
H -0.206 -5.937 1.568
H 0.311 -7.573 1.199
H -2.020 -8.249 0.724
H -1.951 -7.470 2.284
H -3.872 -6.653 0.873
H -2.797 -5.386 1.432
H -2.930 -6.579 -2.688
H -4.280 -6.901 -1.601
H -2.820 -7.844 -1.460
H -3.323 -3.752 -0.185
H -4.587 -4.805 -0.816
H -3.374 -4.126 -1.911
H 1.329 -5.440 -1.726
H 1.941 -6.484 -0.436
H 1.293 -4.892 -0.047
*
```

Values from the calculation:
- highest occupied orbital energy (spin up / spin down) (eV) = -8.056 / -8.879
- E_LUMO (spin up / spin down) (eV) = 0.7 / 0.2
- maximum force (eV Å⁻¹) = 1.70
- E_tot (eV) = -47545.075

***

Density functional theory data (the ωB97M-V functional and the def2-TZVPD basis) for a structure of composition C30H32FeN4O4S.

ORCA input file:
```
! wB97M-V def2-TZVPD RIJCOSX def2/J DEFGRID3
* xyz 1 6
Fe 0.161 -0.467 1.031
O -1.994 -1.380 4.117
C -1.261 -1.411 3.162
O -0.381 -0.486 2.846
C -1.332 -2.547 2.156
C -2.058 -3.712 2.409
C -2.071 -4.685 1.445
C -1.371 -4.502 0.234
C -1.342 -5.475 -0.794
C -0.642 -5.239 -1.941
C 0.059 -4.024 -2.116
C 0.052 -3.062 -1.148
C -0.665 -3.292 0.044
N -0.677 -2.342 1.024
H -2.574 -3.811 3.352
H -2.617 -5.607 1.601
H -1.881 -6.403 -0.652
H -0.617 -5.985 -2.724
H 0.616 -3.853 -3.028
H 0.600 -2.137 -1.288
C 3.193 -1.602 -4.863
C 2.442 -0.645 -3.974
C 1.073 -0.818 -3.791
C 0.348 0.048 -2.985
C 0.993 1.099 -2.357
C 2.367 1.274 -2.520
N 2.983 2.362 -1.881
C 2.692 2.725 -0.561
C 2.525 4.067 -0.222
C 2.223 4.438 1.079
C 2.055 3.474 2.064
C 2.215 2.133 1.737
C 2.557 1.755 0.443
C 2.863 0.312 0.168
O 3.870 -0.078 -0.343
O 1.913 -0.531 0.613
C 3.108 0.402 -3.324
C 4.590 0.608 -3.457
H 2.504 -2.281 -5.364
H 3.903 -2.203 -4.288
H 3.763 -1.077 -5.630
H 0.567 -1.622 -4.312
H -0.726 -0.069 -2.886
H 0.438 1.828 -1.783
H 3.780 2.789 -2.319
H 2.618 4.815 -0.999
H 2.111 5.487 1.322
H 1.847 3.766 3.087
H 2.143 1.377 2.513
H 5.020 0.877 -2.492
H 4.823 1.403 -4.173
H 5.093 -0.292 -3.800
C -5.201 0.517 0.759
C -3.950 -0.076 1.385
N -3.152 0.944 2.072
C -2.023 1.484 1.655
S -1.313 1.071 0.100
N -1.385 2.376 2.392
C -1.742 2.742 3.762
C -2.840 3.794 3.832
H -5.783 -0.269 0.280
H -4.941 1.260 0.005
H -5.833 0.990 1.511
H -3.318 -0.535 0.628
H -4.197 -0.836 2.126
H -3.506 1.246 2.969
H -0.527 2.749 1.999
H -0.830 3.115 4.225
H -2.005 1.829 4.302
H -2.526 4.711 3.336
H -3.062 4.025 4.873
H -3.765 3.460 3.358
*
```

Values from the calculation:
- highest occupied orbital energy (spin up / spin down) (eV) = -10.117 / -10.113
- E_LUMO (spin up / spin down) (eV) = -3.6 / -4.7
- maximum force (eV Å⁻¹) = 0.20
- E_tot (eV) = -91000.339